No. 1
{"formula": "C5H8N2S", "method": "ωB97M-V/def2-TZVPD", "total_energy_ev": -19125.7507, "charge": 0, "relative_energy_ev": 4.671, "homo_lumo_gap_ev": [7.39, 7.38], "fmax_ha_per_bohr": 0.099, "species": ["C", "C", "C", "C", "C", "N", "N", "S", "H", "H", "H", "H", "H", "H", "H", "H"], "coordinates": [[-1.600913, 0.497436, -0.182446], [-1.398537, -0.883289, -0.039204], [0.651036, 0.027293, 0.093511], [0.011188, 2.395236, -0.062162], [0.703491, -2.403927, 0.071573], [-0.330231, 0.992023, -0.002145], [-0.072044, -1.146313, 0.053769], [3.242170, 0.792437, 0.590614], [-2.518642, 0.980587, -0.471671], [-2.050993, -1.679001, -0.142552], [1.075289, 2.396273, -0.473394], [-0.656289, 2.995101, -0.543382], [0.230255, 2.833794, 0.929956], [0.462900, -2.963377, -0.801796], [1.733369, -1.989350, 0.023780], [0.517955, -2.844919, 0.955547]], "forces_ev_per_a": [[1.18, -3.53, 0.84], [-0.20, 2.03, -0.93], [-1.01, 0.68, 0.27], [4.67, -1.03, 1.81], [0.70, 3.37, -2.21], [0.64, 0.39, -0.53], [1.99, 1.87, 0.34], [-1.77, -0.61, -0.37], [0.27, 0.47, 0.32], [-1.39, -1.19, -0.15], [-1.56, 0.39, -0.09], [-1.85, 1.27, -1.65], [-0.65, -0.45, -0.10], [-0.11, -0.71, -0.46], [-0.46, -0.87, 0.06], [-0.45, -2.07, 2.87]]}



No. 2
{"formula": "C30H84N2O22", "method": "ωB97M-V/def2-TZVPD", "total_energy_ev": -80489.4518, "charge": 0, "relative_energy_ev": 0.670, "homo_lumo_gap_ev": 9.46, "fmax_ha_per_bohr": 0.076, "species": ["C", "O", "C", "C", "N", "C", "C", "O", "C", "H", "H", "H", "H", "H", "H", "H", "H", "H", "H", "H", "H", "H", "H", "H", "C", "O", "C", "C", "N", "C", "C", "O", "C", "H", "H", "H", "H", "H", "H", "H", "H", "H", "H", "H", "H", "H", "H", "H", "O", "C", "C", "O", "H", "H", "H", "H", "H", "H", "O", "C", "C", "O", "H", "H", "H", "H", "H", "H", "O", "C", "C", "O", "H", "H", "H", "H", "H", "H", "O", "C", "C", "O", "H", "H", "H", "H", "H", "H", "O", "C", "C", "O", "H", "H", "H", "H", "H", "H", "O", "C", "C", "O", "H", "H", "H", "H", "H", "H", "O", "C", "C", "O", "H", "H", "H", "H", "H", "H", "O", "C", "C", "O", "H", "H", "H", "H", "H", "H", "O", "C", "C", "O", "H", "H", "H", "H", "H", "H"], "coordinates": [[-1.061154, 1.769879, -5.444113], [-0.227387, 0.670484, -5.449045], [-0.819875, -0.445682, -4.876629], [-0.235204, -1.773661, -5.363921], [1.209861, -1.844444, -4.872951], [1.973897, -2.996399, -5.313968], [3.428928, -2.574648, -5.272551], [3.966641, -2.413657, -4.001289], [5.295425, -1.908478, -3.997895], [-0.549306, 2.562898, -6.021478], [-1.123561, 2.237937, -4.520442], [-1.991843, 1.543741, -5.928635], [-1.938026, -0.507615, -4.948573], [-0.684119, -0.351488, -3.806529], [-0.202445, -1.776806, -6.427195], [-0.871106, -2.542877, -4.978558], [1.104692, -1.925478, -3.886463], [1.749762, -3.278309, -6.335860], [1.917479, -3.931593, -4.793465], [3.353143, -1.618535, -5.832342], [4.074176, -3.197394, -5.871020], [6.042785, -2.680612, -4.107349], [5.492573, -1.282423, -3.149758], [5.390211, -1.158639, -4.816528], [-3.177319, 6.394798, 1.222799], [-3.505467, 5.030357, 1.127269], [-3.693949, 4.453285, 2.424265], [-3.169711, 3.045210, 2.290373], [-3.078150, 2.226175, 3.569885], [-3.082367, 0.814553, 3.370628], [-4.368935, 0.326788, 2.649008], [-5.480277, 0.887631, 3.382333], [-6.660796, 0.337294, 2.829278], [-2.240712, 6.514022, 1.768669], [-4.011906, 7.058893, 1.634824], [-3.017054, 6.772650, 0.160925], [-4.698797, 4.524614, 2.829521], [-2.956684, 4.980338, 3.071663], [-2.185470, 3.105137, 1.775319], [-3.785119, 2.552241, 1.544157], [-3.808160, 2.663183, 4.216718], [-2.958403, 0.355086, 4.375595], [-2.176092, 0.498222, 2.861119], [-4.370789, -0.742198, 2.761588], [-4.311944, 0.527112, 1.624800], [-6.681064, -0.759367, 3.024510], [-6.706378, 0.492028, 1.756994], [-7.460492, 0.939618, 3.228300], [3.789202, 0.601210, 1.702666], [4.793759, 0.062802, 0.797789], [4.986400, -1.412888, 1.132369], [3.816469, -2.161600, 1.152719], [2.936251, 0.413076, 1.292772], [4.491180, 0.291511, -0.227082], [5.780710, 0.602089, 1.086524], [5.315021, -1.435040, 2.162012], [5.758991, -1.869689, 0.473289], [3.450813, -2.460403, 0.354157], [1.982241, 2.802958, -2.337896], [2.002510, 1.370331, -2.277681], [3.077485, 0.797176, -3.136139], [4.339028, 1.132997, -2.557023], [1.996585, 3.237737, -1.467099], [2.138648, 1.099196, -1.246775], [0.975982, 0.934531, -2.481432], [2.968244, 1.061330, -4.218287], [2.942289, -0.226181, -2.966747], [4.572210, 2.052474, -2.812227], [3.108285, -2.804682, -1.474350], [2.225488, -3.903399, -1.711553], [0.803314, -3.360495, -1.253619], [0.618327, -2.175771, -1.964771], [3.668587, -2.785491, -2.248012], [2.107181, -4.038308, -2.814386], [2.611497, -4.816323, -1.218894], [0.937170, -3.025098, -0.232503], [0.007024, -4.131062, -1.427030], [1.014136, -1.534223, -1.342157], [-3.322340, -7.281570, 1.553814], [-3.902124, -6.173424, 0.951303], [-2.928348, -5.248442, 0.133879], [-2.320269, -4.164403, 0.769360], [-3.138642, -7.087940, 2.485835], [-4.524343, -6.568343, 0.151532], [-4.512562, -5.572170, 1.622808], [-3.598765, -4.734885, -0.591524], [-2.220881, -5.804147, -0.387032], [-1.688612, -4.485396, 1.443136], [-0.918649, 2.525604, -1.598872], [-1.720642, 3.652732, -1.880792], [-3.118247, 3.186136, -1.647119], [-3.216946, 1.970633, -2.406994], [-0.216921, 2.604189, -2.245542], [-1.496407, 4.448279, -1.115917], [-1.571235, 3.994107, -2.934030], [-3.981070, 3.839403, -1.812260], [-3.167927, 2.964982, -0.539691], [-2.371646, 1.793230, -2.767785], [-0.045345, -3.969086, 2.467860], [0.510235, -3.913215, 3.757917], [1.922731, -3.399617, 3.534675], [1.850620, -2.063837, 3.101921], [-0.188176, -3.106551, 2.008597], [-0.087330, -3.305274, 4.388762], [0.733967, -4.864622, 4.178225], [2.513189, -4.057893, 2.839604], [2.565164, -3.359267, 4.487210], [2.604782, -1.897703, 2.472905], [-0.244794, 2.607560, 3.891437], [0.474651, 1.977909, 4.991768], [1.159807, 0.721165, 4.699717], [0.215051, -0.313398, 4.394929], [-1.173289, 2.313690, 4.004392], [1.192523, 2.746852, 5.324004], [-0.235143, 1.712182, 5.780835], [1.880199, 0.488265, 5.464968], [1.761008, 1.022623, 3.788264], [0.808272, -0.938208, 3.931046], [1.510143, 4.294397, -0.033384], [2.060252, 4.228468, 1.270794], [1.391689, 5.174280, 2.225774], [-0.070578, 4.957720, 2.191588], [0.599021, 4.168392, 0.157946], [1.895823, 3.202707, 1.585398], [3.165623, 4.398333, 1.338330], [1.559706, 6.214946, 2.047059], [1.738051, 4.918454, 3.213586], [-0.191977, 4.180391, 2.776035], [1.223753, -0.531928, 0.699203], [-0.055362, 0.161801, 0.897213], [-1.220110, -0.615372, 0.301121], [-1.256242, -1.830973, 0.930853], [1.281242, -1.273770, 1.293661], [-0.060208, 0.395852, 1.916085], [0.105128, 1.130205, 0.386029], [-1.064005, -0.688459, -0.804666], [-2.202215, -0.101111, 0.326779], [-1.615864, -2.537086, 0.364803]], "forces_ev_per_a": [[1.29, 0.97, -2.35], [0.47, -0.60, -0.82], [-0.80, -1.08, 0.75], [2.11, 1.56, 1.16], [-2.16, -0.61, -0.94], [1.04, 0.39, -0.11], [-0.31, 0.97, -2.01], [0.25, 0.07, 1.11], [-0.38, 1.24, -1.50], [-0.23, -0.44, -0.20], [-0.76, 0.47, 2.30], [-0.82, 0.07, 0.08], [0.63, 0.41, -0.64], [0.22, -0.35, 0.74], [-0.15, -0.15, -0.97], [-0.34, -0.84, 0.20], [0.17, 0.22, 1.09], [-0.08, 0.31, -0.43], [-0.76, -0.63, 0.88], [0.64, 0.03, 0.52], [0.28, -0.75, -0.23], [0.16, -0.36, -0.07], [-0.21, -0.13, 0.97], [0.08, -0.66, 0.12], [-0.61, 1.39, -1.54], [-0.92, 0.02, 0.49], [2.38, 0.34, 0.17], [0.52, -1.40, 0.10], [-0.53, 3.88, -0.23], [-1.10, -0.72, 0.70], [1.21, -0.09, 3.50], [0.82, -0.54, -1.57], [0.32, -0.04, 0.21], [-0.05, 0.18, 0.18], [0.96, -1.00, -0.16], [-0.11, -0.54, 1.24], [-0.31, 0.11, -0.17], [-0.75, -0.14, 0.20], [-0.26, 0.00, 0.66], [-0.42, -0.31, -0.01], [1.22, -1.72, -1.06], [-0.48, 0.05, -0.56], [0.04, 0.08, -0.44], [-0.24, -0.82, -0.04], [-0.53, 0.79, -1.70], [-0.49, 0.68, 0.07], [0.17, -0.06, -0.46], [-0.60, -0.42, 0.46], [0.69, -0.09, -0.52], [0.49, 0.99, 1.48], [0.86, 0.41, -0.78], [-0.56, 0.01, 2.71], [-0.27, -0.13, 0.01], [0.34, -0.19, -0.05], [-1.55, -0.80, -0.79], [0.44, -0.08, 0.23], [-0.36, 0.21, 0.35], [-0.20, -0.32, -2.60], [-0.21, -0.13, -0.76], [-1.73, 1.12, 0.43], [-0.17, 1.31, 0.09], [0.58, 0.79, -0.80], [-0.12, -0.30, 0.04], [0.57, -0.44, 0.61], [0.92, 0.41, -0.46], [0.18, -0.20, 0.87], [0.21, -1.92, -0.42], [-0.41, -0.85, 0.31], [-0.24, -0.79, 0.69], [-1.37, 0.60, -0.35], [1.90, -1.59, -0.18], [-0.61, 0.87, 0.09], [0.37, 0.45, -0.59], [0.38, -0.24, 0.83], [-0.50, 0.31, -0.17], [-0.52, -0.84, 0.71], [0.53, 0.89, 0.30], [-0.23, 0.26, -0.72], [0.61, -0.41, 1.18], [0.64, 1.11, -1.61], [-2.92, 1.05, 0.38], [0.54, -0.25, 1.19], [0.01, -0.11, -0.43], [-0.42, -0.11, 0.08], [-0.05, 0.07, 0.12], [0.36, -0.56, 0.11], [1.24, -1.40, -0.98], [-0.06, 0.28, -0.13], [0.56, 0.04, -0.35], [-0.27, 1.96, 0.79], [-0.14, -1.64, 1.12], [-2.72, 0.60, 0.50], [0.98, -0.25, 0.14], [-0.05, -0.25, -1.02], [-0.02, -0.01, 0.78], [0.49, 0.15, -0.53], [-0.03, -0.10, -1.02], [1.27, -0.42, -0.26], [-1.17, -0.86, -1.11], [2.13, 0.93, -1.65], [1.77, 0.20, 2.00], [0.70, 0.53, -1.56], [0.25, -0.26, 1.03], [-0.35, 0.61, 0.91], [-0.90, -1.27, 0.13], [-0.90, 0.61, 0.29], [-1.07, -0.47, -0.85], [-0.26, -0.08, 0.55], [0.36, -1.12, 0.74], [-1.08, 1.67, 0.72], [0.56, 0.42, -2.90], [1.26, 0.47, 0.20], [-0.17, 0.45, -0.46], [-0.21, -0.46, 0.21], [-0.19, 0.65, 0.24], [0.10, -0.38, 0.61], [-0.21, -0.96, 0.48], [-0.62, -0.33, 0.02], [1.72, 0.62, -0.30], [1.01, -0.23, 0.36], [-1.89, -0.99, 0.15], [1.33, -0.15, 0.18], [-1.73, -0.10, -0.15], [0.10, -0.25, 0.62], [-0.84, -0.03, -0.75], [0.16, 0.59, -0.38], [0.27, 0.10, 0.56], [-0.18, 0.19, -0.16], [-0.56, 0.67, -1.16], [1.30, 0.58, -1.91], [0.20, 1.59, -1.45], [0.06, -1.57, 0.49], [-0.29, -0.47, 0.62], [-0.84, 0.07, 1.79], [-0.40, -0.47, -0.03], [0.25, -0.21, 0.69], [0.45, 0.22, 0.58], [-0.17, 0.15, 0.33]]}